The following is a quantum chemistry calculation of C28H38F6GeN5O6PS3SeSiTi as an isolated structure in a non-equilibrium geometry, from OMol25.

XYZ file:
```
91
Properties=species:S:1:pos:R:3:mulliken_charge:R:1
Se -1.0930 2.4871 0.5730 -0.31
Ge 1.8697 1.6816 1.7579 0.76
Ti -1.0907 -0.0445 0.9468 -0.60
S -2.7375 2.1141 4.2465 -0.37
S -3.0211 -2.0761 2.4154 1.64
S 0.1835 -2.9777 1.7541 1.71
P -4.2836 0.3812 -0.7287 1.42
Si -1.5964 4.2605 -0.6737 0.78
F -4.6979 0.0846 -2.2659 -0.43
F -5.0437 -0.9449 -0.2912 -0.36
F -5.6045 1.2529 -0.4624 -0.42
F -3.5211 1.7142 -1.2261 -0.35
F -3.7545 0.6201 0.8036 -0.35
F -2.8464 -0.4501 -0.9540 -0.47
O 1.2778 -3.7055 1.1499 -0.79
O 0.4846 -2.3837 3.0411 -0.83
O -2.0033 -0.9773 2.5896 0.37
O -3.2228 -2.3585 1.0217 -0.58
O -0.4249 -2.0427 0.7571 -0.86
O -4.1694 -1.8937 3.2544 -0.78
N -0.2753 2.1651 5.3713 -0.26
N 3.0674 -2.0709 -4.6829 0.11
N -1.1410 0.1520 5.0829 -0.06
N 1.4644 -1.0041 -5.8236 -0.68
N 0.1920 -0.0704 -0.9639 1.24
C -1.6894 -6.3824 2.7554 -0.57
C 2.3187 -1.6368 -8.1030 -0.72
C 1.9077 -1.2311 -2.1377 -1.53
C 1.3042 -0.8052 -0.9729 -0.96
C 0.1868 -0.0901 -3.3542 -1.25
C -1.0989 -4.1161 2.2228 -0.36
C 3.4701 0.9077 2.6526 -1.48
C 2.3335 -1.6178 -6.7091 0.42
C -2.0122 5.6267 0.5674 -1.25
C 1.3378 -0.8733 -3.3569 1.88
C -0.3533 0.2806 -2.1344 -0.59
C 3.3174 -2.3345 -8.7544 -0.43
C -1.3549 1.4772 4.8817 -0.01
C -0.8212 -5.4651 2.1646 -0.37
C 1.6427 3.4829 2.5449 -1.24
C 4.3224 -3.0049 -8.0409 -0.39
C 0.8468 1.2741 5.6388 0.06
C 0.4169 0.4313 1.9389 0.66
C -2.9755 4.2455 -1.9565 -1.14
C -2.8075 -5.9326 3.4244 -0.60
C 4.3561 -2.9966 -6.6579 -0.99
C 0.2233 -0.1316 5.4950 -0.10
C 1.9303 -1.2983 -4.6361 -0.21
C -3.0997 -4.5688 3.4610 -0.70
C -0.0304 4.7954 -1.6030 -1.14
C 2.5581 2.0047 -0.0631 -1.12
C 3.3455 -2.2949 -6.0117 0.64
C -2.2583 -3.6525 2.8586 -0.13
H -0.1339 5.8065 -2.0099 0.40
H 0.2372 -0.6716 6.4460 0.31
H 1.2424 1.4382 6.6450 0.34
H 0.6029 3.7952 2.4548 0.23
H 4.3406 1.5511 2.5040 0.41
H 2.2597 4.1899 1.9867 0.43
H 3.3248 0.7631 3.7251 0.32
H 3.3284 -2.3698 -9.8364 0.37
H -1.1284 5.9022 1.1459 0.28
H 1.7525 2.2905 -0.7360 0.04
H 5.1342 -3.5116 -6.1093 0.38
H 5.0867 -3.5436 -8.5871 0.37
H -0.2889 0.2060 -4.2762 0.52
H 0.8340 4.7761 -0.9382 0.25
H -3.4818 -6.6365 3.8972 0.36
H 0.7358 -0.7401 4.7500 -0.02
H -4.0048 -4.2032 3.9273 0.55
H -2.7600 5.2672 1.2759 0.32
H 1.6563 1.4243 4.9236 -0.32
H -1.4794 -7.4434 2.6925 0.36
H 1.5418 -1.1146 -8.6449 0.43
H -3.9301 3.9534 -1.5199 0.31
H 0.6543 -0.3699 2.6374 0.14
H -1.2442 0.8923 -2.0734 0.54
H 3.5669 -2.4287 -3.8903 0.14
H 3.0637 1.1270 -0.4696 0.30
H -3.0631 5.2540 -2.3730 0.37
H 0.0851 -5.7844 1.6676 0.51
H 2.7984 -1.8380 -2.0508 0.20
H 1.9543 3.5152 3.5900 0.39
H 1.7171 -1.0464 -0.0038 0.80
H -0.1193 3.0670 4.9544 0.31
H -2.7713 3.5455 -2.7679 0.27
H 3.6909 -0.0713 2.2216 0.37
H 0.1772 4.1140 -2.4322 0.26
H 3.2840 2.8201 -0.0079 0.55
H -1.5947 -0.4529 4.4069 -0.03
H -2.3987 6.5205 0.0674 0.35
```

Results
HOMO energy ... -2.4197 eV
LUMO energy ... 3.43 eV
Total charge ... -2
2S+1 ... 1



The following is a quantum chemistry calculation of C28H38N7O5SV as an isolated structure in a non-equilibrium geometry, from OMol25.

XYZ file:
```
80
Properties=species:S:1:pos:R:3:lowdin_spin:R:1
V -0.9355 -0.0434 0.2720 1.99
S 1.9917 1.6043 -1.7697 0.00
O 1.3115 0.7411 -0.7995 0.01
O 2.4054 -0.2185 2.0204 0.00
O 0.1738 -0.1600 1.9593 0.02
O 2.4305 0.8584 -2.9739 0.00
O 3.1128 2.3281 -1.1843 0.00
N -1.8936 -1.0666 -1.0679 0.17
N 4.3924 -3.0444 -0.0007 0.00
N -3.1255 -1.4755 -0.7848 0.39
N -0.1449 -2.4367 0.7750 0.02
N -0.5174 3.5938 2.5490 0.00
N 4.7033 -1.8609 -1.9137 0.00
N 4.8267 -0.7718 0.1310 0.00
C -5.1026 -1.4170 2.2764 0.01
C -2.8702 3.1382 -1.8335 0.00
C -2.9223 -0.4571 2.6848 0.01
C 1.9330 -3.2161 1.8879 0.00
C 3.3867 -3.0786 2.3989 0.00
C 0.8262 2.7600 -2.4651 0.00
C -3.5057 -1.1831 0.4906 0.02
C -2.2136 -2.3559 -3.1271 0.03
C 4.5987 -1.8567 -0.5896 0.00
C -1.7431 -2.7727 -4.3577 0.00
C 0.0524 3.0451 1.3112 0.00
C -1.5837 1.7985 -0.2240 -0.03
C -2.5729 -0.5361 1.3433 0.06
C 4.5270 -3.3862 1.3932 0.00
C -4.1710 -0.8728 3.1517 0.09
C -1.7092 2.8798 2.9623 0.00
C -0.1841 -1.1167 -2.7855 0.02
C 1.2947 -0.6792 1.7184 0.00
C -0.4996 -2.3638 -4.8215 0.03
C 1.2512 -2.0919 1.0285 0.00
C -0.7340 5.0212 2.5480 0.00
C 0.2752 -1.5370 -4.0194 0.00
C -1.2026 4.1984 -0.5006 0.00
C -2.5719 1.9339 -1.2131 0.02
C -0.9248 2.9957 0.1505 0.01
C -2.1673 4.2817 -1.4915 0.02
C -1.4392 -1.5117 -2.3052 0.01
C -4.7672 -1.5947 0.9471 0.08
H 0.9346 3.6418 1.0566 0.00
H 4.4206 -2.6903 -2.4097 0.00
H -0.0467 2.1786 -2.7479 0.00
H 3.9991 -3.7593 -0.5882 0.00
H -2.2142 -0.0646 3.4085 0.00
H 0.4211 -0.4588 -2.1889 0.00
H -0.6635 -2.4883 1.6478 0.00
H 4.5138 -0.9456 -2.4118 0.00
H -3.1812 -2.6674 -2.7642 0.00
H -1.5537 1.8200 2.7839 0.00
H -2.3580 -3.4221 -4.9701 0.00
H -3.1435 1.0630 -1.5160 0.00
H -3.6427 3.1765 -2.5933 0.00
H -0.9735 5.3357 3.5678 0.00
H -0.6321 5.0879 -0.2500 0.00
H -1.8778 3.0547 4.0292 0.00
H -2.6087 3.1913 2.4074 0.00
H 5.4404 -2.9061 1.7502 0.00
H 3.4835 -2.0703 2.7892 0.00
H -2.3731 5.2268 -1.9808 0.00
H -1.5604 5.3380 1.8910 0.00
H -0.2213 -3.3273 0.2980 0.00
H -6.0770 -1.7186 2.6435 0.00
H 0.3857 2.0380 1.5494 0.00
H -0.1418 -2.6843 -5.7912 0.00
H 0.5641 3.5090 -1.7318 0.00
H 1.8669 -4.1564 1.3254 0.00
H 4.2185 -0.6326 0.9625 0.00
H 4.6807 -4.4683 1.3960 0.00
H 3.5269 -3.7865 3.2212 0.00
H 1.2440 -1.1884 -4.3546 0.00
H 1.3104 3.1897 -3.3351 0.00
H 0.1802 5.5286 2.2346 0.00
H 1.7364 -1.9746 0.0596 0.00
H 1.2882 -3.3045 2.7684 0.00
H -4.4152 -0.7692 4.2035 0.01
H -5.4431 -2.0767 0.2515 0.00
H 4.9208 0.1074 -0.3829 0.00
```

Results
HOMO energy (spin up / spin down) ... -2.9160 / -4.5515 eV
ΔE to the lowest compared entry with this formula, charge and spin ... 0.0 kcal/mol
LUMO energy (spin up / spin down) ... 1.63 / 1.63 eV
Total charge ... -1
2S+1 ... 4



The following is a quantum chemistry calculation of one molecule with the formula C28H39ClFI3NO5P3S2 in a non-equilibrium geometry, from OMol25.

XYZ file:
```
83
Properties=species:S:1:pos:R:3:mulliken_charge:R:1
I -0.4741 3.4547 -5.3963 0.11
I -3.5642 -3.3791 -0.2311 0.02
I 4.0464 -2.1005 3.5793 0.01
Cl 2.6702 3.7446 4.7122 -0.26
S 4.0456 4.6226 -1.2800 -0.40
S 2.4233 1.9862 0.5530 -0.25
P 3.4405 1.9451 3.7854 0.35
P 3.3258 2.0560 -5.4894 0.49
P 4.4917 2.8243 -1.9925 0.79
F -2.7510 -1.0870 5.0598 -0.40
O -3.9862 0.1376 -3.1417 -0.38
O 3.4667 3.6617 -5.4307 -0.64
O 5.4603 1.9809 -0.7638 -0.47
O 4.4138 1.0992 4.9550 -0.43
O 5.5772 3.1042 -3.3197 -0.47
N -0.5258 0.2627 -0.2617 0.43
C 2.8591 1.9404 -2.4202 0.08
C -1.8571 1.1795 -6.9799 -0.48
C 1.8515 0.9449 3.3141 0.10
C -0.6086 -3.3339 0.8660 -0.88
C 1.8504 1.4976 -1.1611 -0.33
C -2.6173 -3.9809 5.1276 -1.19
C -0.4309 -0.7018 3.8691 0.31
C 0.4379 0.6954 -1.3276 0.52
C 1.3575 0.9872 1.7166 -0.06
C 0.9506 0.0734 4.4052 -0.49
C -0.8845 -0.5897 2.2629 0.21
C -0.0250 0.3492 -2.8991 0.08
C -1.4656 -0.4092 -3.1375 -0.93
C -4.8312 2.6133 -2.9195 -0.72
C -0.2937 1.6088 -6.5692 -0.48
C 2.3235 1.5615 -3.9427 -0.01
C 0.8928 0.7412 -4.2240 -0.16
C -2.2962 -1.3291 1.7568 -0.61
C -5.0253 1.0169 -2.5598 -0.21
C -1.1976 -3.1984 4.7863 -0.33
C 1.4951 0.0440 5.9505 -0.75
C 0.0223 0.2516 1.1340 0.06
C -2.6488 0.7638 -2.9890 0.13
C 0.4847 0.3778 -5.7863 -0.85
C 2.5638 -2.3889 5.1754 -0.50
C -1.3117 -1.5437 5.0018 0.29
C -2.1050 -2.9147 1.3876 -0.56
C 2.5238 -1.1944 6.2972 -0.36
H 1.4719 0.0172 -6.3530 0.37
H -0.5960 -4.5263 0.8201 0.37
H -2.0243 0.0218 -6.9983 0.26
H -0.9060 -1.3671 6.1107 0.19
H -2.7095 -0.8067 0.7661 0.23
H 4.5028 1.6867 5.7819 0.36
H -2.5198 1.5909 -6.0762 -0.03
H -2.6147 -5.1183 4.8363 0.32
H -2.4142 1.5483 -3.8470 -0.20
H -5.8142 3.2494 -2.7950 0.34
H -3.1612 -1.2516 2.5404 0.35
H 2.1063 1.0430 6.1832 0.30
H 1.5344 -2.6430 4.6810 -0.11
H -6.1029 0.7046 -2.9568 0.32
H 0.2174 1.9110 -7.5961 0.51
H 0.2711 -3.0340 1.5768 0.18
H -1.6658 -1.3014 -2.3696 0.01
H 2.6969 1.7723 -6.7527 0.04
H -2.7727 -3.9555 6.3108 0.36
H -3.5595 -3.4831 4.6430 0.27
H -0.7327 -3.4891 3.7478 0.19
H 2.8996 -3.3771 5.7550 0.42
H 3.6133 -0.7897 6.5685 0.18
H 2.1367 -1.6988 7.3076 0.31
H 5.3210 0.9883 -0.8456 0.33
H -4.0030 3.0768 -2.2118 0.20
H -2.4867 -3.5304 2.3187 0.52
H -1.6152 -0.8673 -4.2018 0.35
H 4.6598 1.4903 -5.3978 0.10
H -4.4073 2.6642 -4.0301 0.17
H 0.6332 0.0267 6.7706 0.40
H -5.0269 0.9165 -1.3904 0.19
H -0.7303 -0.7598 -0.4774 -0.07
H -2.2413 1.7478 -7.9335 0.28
H 5.6683 4.0905 -3.5404 0.33
H -0.4909 -2.9743 -0.2444 0.32
H -2.5384 1.2045 -1.9094 0.31
H -0.2514 -0.5587 -5.8677 0.34
H -0.4224 -3.5939 5.6036 0.33
```

Results
HOMO energy ... -7.7654 eV
LUMO energy ... -1.19 eV
2S+1 ... 1



Among the records above, which one has the highest 2S+1?
C28H38N7O5SV